{"formula": "C22H22ClNO4", "method": "wB97M-V/def2-TZVPD", "spin_multiplicity": 1, "smiles": "COc1cc2c(cc1OC)CN(Cc1cc(=O)oc3cc(C)c(Cl)cc13)CC2", "gap_ev": 7.907, "elements": ["H", "C", "C", "H", "C", "C", "H", "C", "H", "H", "C", "H", "H", "C", "C", "O", "H", "H", "C", "H", "H", "C", "C", "O", "O", "C", "H", "H", "O", "H", "H", "H", "N", "C", "C", "C", "C", "C", "H", "C", "C", "H", "H", "H", "C", "C", "H", "C", "H", "Cl"], "positions_angstrom": [[1.80971, 5.25599, 0.83842], [0.03168, 3.11703, 0.35736], [-1.26035, 1.20409, 1.00028], [-0.26131, -0.22930, 2.21303], [2.12575, -0.23077, 3.05761], [-2.53245, 0.40293, 0.92407], [1.89207, -1.05825, 2.37763], [-3.55896, 2.02300, -0.45424], [-2.60443, 3.93143, -0.11867], [-3.36443, -0.00600, -2.28248], [-1.98521, -1.26900, -1.26528], [3.52499, 4.80253, 0.67801], [-2.32497, -0.66170, 1.05130], [0.38979, -0.41821, -1.14081], [-0.56637, -1.43520, -1.03859], [2.15833, 1.00124, 2.38464], [0.10336, 0.57900, -1.42882], [-3.84558, -2.28634, -1.35336], [-2.78114, -2.35971, -1.19738], [-1.81710, 0.76600, -1.89585], [1.52163, -3.94328, -0.09988], [-0.16291, 0.71800, 1.70636], [1.22752, -2.94554, -0.38685], [-0.94563, -3.77911, -0.58898], [2.33342, 3.27071, 1.14293], [1.71607, -0.66691, -0.87245], [0.08890, 4.05097, -0.18070], [3.95072, -1.45584, 0.58648], [-2.95019, -4.68565, -0.81124], [1.39958, -0.22261, 3.87733], [-4.18336, 2.28749, 0.40303], [3.12563, -0.36891, 3.46700], [-3.25065, 0.61231, -0.32101], [-1.16925, 2.40652, 0.32196], [1.02753, 1.41525, 1.74582], [1.12559, 2.64691, 1.05817], [2.16424, -1.93331, -0.47183], [3.60504, -2.16862, -0.16121], [-3.21095, 0.70028, 1.73252], [-2.28515, -3.68301, -0.87308], [-2.32219, 2.94322, -0.48987], [3.76410, -3.17921, 0.20371], [4.20615, -2.01578, -1.05677], [-1.98460, 3.08173, -1.52204], [-0.11676, -2.71755, -0.67759], [2.50241, 4.49153, 0.46986], [-4.15462, 2.16450, -1.35944], [-2.58637, 0.08409, -1.51616], [2.37420, 4.37787, -0.61222], [2.84839, 0.62872, -1.02268]], "forces_ev_per_angstrom": [[0.019, -0.035, -0.025], [0.254, 0.008, 0.091], [-0.060, 0.262, -0.098], [0.070, -0.160, 0.064], [-0.031, -0.214, 0.119], [-0.063, 0.028, 0.148], [-0.008, 0.028, 0.015], [-0.056, 0.209, -0.038], [-0.011, 0.011, -0.069], [0.177, 0.025, -0.035], [-0.441, -0.520, -0.096], [-0.079, 0.023, -0.038], [-0.011, 0.074, 0.074], [0.072, -0.198, -0.064], [0.383, -0.492, 0.126], [-0.148, 0.407, -0.284], [-0.034, 0.122, 0.018], [-0.097, -0.007, -0.014], [0.237, 0.578, -0.074], [-0.027, -0.021, -0.060], [0.053, -0.116, 0.039], [0.226, 0.156, 0.178], [-0.298, -0.044, -0.027], [-0.017, -0.272, 0.061], [-0.239, -0.407, 0.169], [-0.246, -0.231, -0.023], [0.082, 0.116, -0.052], [0.078, 0.011, 0.036], [0.247, 0.324, -0.025], [0.005, -0.018, -0.033], [-0.033, 0.022, -0.060], [-0.083, -0.038, -0.011], [-0.061, -0.282, 0.069], [-0.086, -0.217, 0.133], [0.134, -0.020, 0.095], [0.169, 0.034, 0.066], [-0.161, 0.190, -0.054], [0.012, -0.046, -0.007], [0.029, -0.109, -0.021], [-0.399, -0.442, 0.041], [-0.093, -0.132, -0.090], [0.026, -0.065, 0.021], [0.110, 0.005, -0.006], [-0.014, 0.067, 0.009], [0.444, 0.805, -0.101], [0.011, 0.202, -0.134], [-0.040, 0.049, 0.057], [-0.180, 0.161, -0.048], [-0.020, -0.004, 0.039], [0.197, 0.171, -0.080]]}

{"formula": "C22H22F2MoNO3Si", "method": "wB97M-V/def2-TZVPD", "spin_multiplicity": 3, "gap_ev": [7.455, 7.200], "total_charge": 1, "elements": ["F", "O", "O", "C", "H", "H", "C", "C", "C", "C", "C", "H", "H", "C", "C", "H", "H", "H", "C", "C", "H", "H", "C", "H", "Mo", "F", "C", "C", "O", "C", "C", "H", "C", "C", "H", "H", "H", "N", "H", "C", "C", "H", "H", "H", "H", "C", "H", "H", "Si", "C", "C", "H"], "positions_angstrom": [[0.84359, 2.84278, 4.01870], [2.14938, 1.29878, 1.72907], [3.82932, 2.21916, 0.43935], [-1.95278, -5.00093, -0.82761], [4.26900, -0.51492, -0.38484], [2.47844, 4.16820, 0.05552], [-1.16242, -5.80186, -0.02647], [-1.38898, 1.02043, -1.51782], [-1.82226, -0.06518, -0.70279], [-1.77776, -3.62833, -0.81995], [2.67380, 2.20495, 0.78957], [-1.31795, -6.89097, 0.01974], [-0.10327, 4.33563, 0.19576], [2.35700, -0.44533, -3.08948], [-3.26031, 2.40958, -0.93801], [-1.02300, 2.46568, 0.43353], [1.74937, 2.93105, -0.88715], [0.24120, -0.82416, -3.09843], [0.23895, 1.56715, 4.06099], [-0.00672, -3.88201, 0.88841], [0.39963, -5.84106, 1.48320], [-1.05643, 3.06392, 1.99156], [1.02770, -0.90614, -1.09234], [-4.70801, 1.36671, 0.31160], [0.35884, 0.89798, 2.07859], [-1.14270, 1.73383, 4.31331], [-2.09587, 2.24465, -1.67963], [-0.77882, -3.06415, 0.04013], [-0.37414, -0.71413, 1.50668], [-0.22152, -5.24957, 0.85130], [0.49061, 3.71784, 0.84924], [0.75605, -3.38134, 1.49198], [2.21656, -0.86806, -0.35409], [3.52933, -0.45618, -2.33328], [-3.87284, 3.30717, -1.03803], [-0.49698, 0.95222, -2.16810], [-1.73771, 3.09338, -2.33106], [-0.45152, 2.67145, 1.27547], [0.80086, 4.32679, 1.72309], [1.79784, 3.28946, 0.16577], [1.13504, -0.70206, -2.46752], [-2.35407, -2.95835, -1.45178], [2.40093, -0.23504, -4.17275], [4.49346, -0.26430, -2.77501], [-2.73572, -5.45678, -1.43904], [-3.76026, 1.34766, -0.18009], [-3.51659, -0.65316, 0.55388], [2.29397, -0.98943, 0.75859], [-0.50129, -1.25668, -0.12529], [-3.08706, 0.12134, -0.04456], [3.43636, -0.60960, -0.97819], [0.73973, 1.06191, 4.89828]], "forces_ev_per_angstrom": [[-0.855, -0.858, -0.224], [0.919, 1.207, -1.122], [-1.456, -1.061, 1.111], [-0.563, -0.153, -0.403], [1.948, 0.056, 1.233], [-0.669, -0.564, 0.388], [0.224, -0.654, 1.048], [0.072, 0.529, -0.957], [-0.865, 1.476, -0.034], [1.346, 0.480, 1.093], [1.560, 0.662, -0.100], [0.073, 0.623, -0.252], [0.189, 0.600, -0.344], [-0.096, -0.175, -0.420], [-0.628, -0.116, -0.269], [-0.067, -0.240, 0.540], [-0.704, 0.177, 0.494], [0.420, 0.282, 0.268], [-0.395, 0.873, 0.697], [-0.612, 0.842, -0.952], [0.130, -0.703, 0.284], [-0.325, 0.162, -0.079], [0.861, 0.060, 0.889], [-0.518, 0.585, 0.195], [-0.196, -1.224, -0.644], [1.419, -0.041, -0.123], [0.271, -0.066, 0.389], [-1.193, -0.363, -0.804], [0.967, 0.985, 0.322], [0.065, 0.508, -0.431], [1.270, 1.033, 0.287], [-0.210, -0.572, 0.063], [0.585, 0.227, 0.622], [-0.467, 0.586, -0.546], [0.295, -0.131, 0.103], [-0.457, -0.191, 0.858], [-0.274, -1.297, 0.669], [-0.225, -0.541, -0.244], [-0.475, -0.451, -0.341], [0.037, -0.341, -0.590], [-0.272, -0.289, -0.918], [-0.102, -0.230, 0.009], [-0.093, -0.318, 0.700], [0.064, 0.020, -0.204], [0.332, 0.158, 0.102], [0.585, -1.248, 0.053], [-0.147, -0.370, 0.313], [-0.480, -0.070, -1.178], [-0.546, -0.415, 0.081], [1.486, 1.179, -1.242], [-1.697, -0.519, -0.248], [-0.526, -0.106, -0.141]]}

Short version: energy = -45373.463 -45966.500 eV, in the order given.